Molecular formula: H3N2O4
Method: DFT, ωB97M-V/def2-TZVPD

## Properties
maximum force	3.55	eV Å⁻¹
HOMO energy	-2.83	eV
ΔE to the lowest compared entry with this formula, charge and spin	27.6	kcal per mole
orbital gap	0.266	Ha
charge	-1
LUMO	4.41	eV
calculated total energy	-11213.880	eV

Last column: Mulliken charge in e.
Element x y z (Å)
1 N 0.631 -0.556 -0.778  -0.717
2 N 2.703 0.238 -0.091  1.130
3 O 3.497 0.166 0.800  -0.668
4 O -1.228 0.620 0.692  -0.825
5 O 1.647 -0.663 0.187  -0.176
6 O 2.699 0.880 -1.060  -0.574
7 H -0.453 0.390 -0.009  0.466
8 H 0.339 -1.551 -0.982  0.109
9 H -0.912 0.318 1.530  0.255

Cartesian forces, eV/Å:
N -1.177 -0.441 -1.008
N -1.349 -2.975 1.397
O 1.839 0.708 1.241
O 0.181 0.751 -1.444
O 0.123 0.224 -0.240
O 0.041 1.704 -2.048
H -0.927 -0.745 0.987
H 0.811 1.120 0.529
H 0.459 -0.346 0.586